(1)
C30H25CoN6O4S3 | the ωB97M-V functional and the def2-TZVPD basis

As for the LUMO energy: -0.021 Ha.

Each line ends with the Löwdin charge.
Positions of all 69 atoms, in Å:
Co 0.392 0.739 0.967  0.564
S 0.433 5.311 1.080  1.077
S 0.530 0.653 5.508  1.075
S 0.419 -2.409 0.393  0.593
O 0.891 -3.543 1.149  -0.296
O 4.322 -0.017 1.285  0.052
O 2.379 1.136 1.293  -0.062
O -1.011 -2.243 0.268  -0.302
N 0.285 3.645 -1.042  0.143
N -0.217 -1.298 3.785  0.151
N 0.146 0.879 2.994  -0.002
N 0.985 -1.070 1.090  -0.262
N 0.265 2.763 1.144  0.043
N -1.730 0.701 0.346  0.153
C 2.569 -2.588 -5.257  -0.043
C 0.248 -2.310 -2.299  -0.030
C 1.965 0.304 -2.876  -0.024
C -5.213 -0.121 1.350  -0.032
C -4.084 0.099 0.531  -0.148
C -3.956 0.576 3.262  -0.060
C 1.861 0.648 -1.557  -0.071
C 0.394 2.151 3.474  -0.323
C 0.814 -0.150 -3.634  -0.174
C -4.123 -0.095 -0.867  0.012
C 2.113 -2.493 -3.833  -0.276
C 0.354 3.198 2.462  -0.302
C -1.793 0.476 -0.959  -0.194
C 2.922 -2.797 -2.775  -0.042
C 0.775 -1.970 -3.597  -0.143
C -0.522 0.491 -1.691  -0.214
C -2.865 0.532 1.101  -0.163
C 2.299 -1.185 1.706  -0.162
C 3.110 0.067 1.379  -0.624
C -0.432 0.291 -3.047  -0.044
C -5.153 0.097 2.696  -0.076
C 0.632 0.648 -0.899  -0.150
C 0.338 3.762 0.301  -0.631
C -2.853 0.803 2.487  -0.002
C 0.631 2.227 4.796  -0.324
C 1.100 -2.498 -1.249  -0.270
C -3.001 0.103 -1.597  0.013
C 0.424 4.532 2.620  -0.332
C 2.462 -2.703 -1.454  -0.017
C 0.148 -0.018 3.948  -0.671
H -0.065 -1.956 4.528  0.111
H -1.304 0.285 -3.690  0.109
H 3.574 -3.002 -5.325  0.078
H 0.881 0.123 -4.685  0.136
H 0.100 -2.257 -4.400  0.147
H 2.819 -2.092 1.420  0.103
H 2.930 0.315 -3.370  0.122
H 0.612 4.406 -1.608  0.104
H -0.223 -1.656 2.835  0.077
H 3.939 -3.129 -2.952  0.117
H 0.872 3.087 5.398  0.078
H 0.483 5.109 3.526  0.079
H -6.014 -0.083 3.325  0.104
H -0.818 -2.287 -2.121  0.120
H -1.948 1.184 2.922  0.084
H -3.908 0.772 4.326  0.107
H -3.014 -0.054 -2.665  0.106
H 2.245 -1.161 2.804  0.114
H 2.752 0.932 -1.009  0.112
H 2.568 -1.602 -5.737  0.081
H -5.047 -0.411 -1.336  0.123
H 3.130 -2.868 -0.621  0.114
H 1.890 -3.220 -5.835  0.082
H -6.127 -0.463 0.880  0.114
H 0.416 2.702 -1.391  0.070

Atoms 1-6, force components in eV/Å:
Co 0.9 1.3 -0.1
S 0.0 -0.1 -0.1
S -0.1 0.0 -0.1
S -0.2 0.4 0.7
O 0.2 -0.1 -0.2
O 0.0 0.6 -0.1


(2)
C30H25CrN7O2P | the ωB97M-V functional and the def2-TZVPD basis

As for the LUMO energy (alpha / beta): -0.261 / -0.241 Ha. For the energy relative to the best compared isomer or geometry (same formula, charge and spin), the calculation gives 0.000 eV. The net charge is +2. The multiplicity is 2.

Each line ends with the Löwdin spin population.
Positions of all 66 atoms, in Å:
Cr 0.162 0.172 -1.667  1.004
P 0.255 0.317 0.689  -0.023
O 1.950 0.309 -1.646  0.018
O 4.144 0.462 -1.635  0.007
N -4.044 0.735 -1.871  0.003
N 0.039 2.233 -2.049  -0.006
N -3.535 1.997 -1.895  0.000
N -0.353 4.961 -2.277  -0.002
N 0.491 -5.992 -2.316  -0.001
N 0.236 -1.879 -1.805  -0.003
N -1.916 0.438 -1.822  0.005
C 4.356 0.383 1.117  0.000
C -0.747 -2.714 -1.395  0.001
C -0.370 4.216 1.545  0.000
C 1.442 -3.806 -2.570  0.000
C -1.377 4.129 -2.085  0.000
C -2.659 -2.336 1.700  0.000
C 0.096 3.023 1.022  -0.002
C 3.110 0.344 0.499  0.001
C -1.974 3.005 2.866  0.000
C -1.935 -3.427 2.171  0.000
C 1.320 -2.461 -2.382  0.001
C -2.257 1.770 -1.866  0.003
C -3.094 -0.179 -1.833  0.005
C -1.418 4.208 2.460  -0.002
C 2.076 0.361 2.683  -0.001
C 0.409 -4.665 -2.152  0.000
C 1.956 0.321 1.292  -0.004
C 0.854 4.418 -2.386  0.000
C 0.123 -2.225 1.817  0.000
C -1.506 1.803 2.344  -0.002
C -0.597 -1.124 1.357  0.001
C 3.142 0.375 -0.997  0.005
C 4.466 0.399 2.497  0.000
C 1.070 3.050 -2.268  -0.001
C -1.182 2.771 -1.986  -0.001
C 3.322 0.392 3.285  0.000
C -0.480 1.807 1.400  -0.004
C -0.713 -4.067 -1.542  -0.001
C -1.992 -1.192 1.286  0.000
C -0.550 -3.372 2.224  0.000
H -2.455 -4.316 2.507  0.000
H 1.690 5.082 -2.570  0.000
H 0.948 3.038 0.351  0.000
H -0.262 -6.601 -2.047  0.000
H 2.053 2.609 -2.340  0.000
H 0.092 5.151 1.257  0.000
H -3.282 -1.240 -1.828  0.000
H -2.565 -0.348 0.918  0.000
H 5.444 0.429 2.960  0.000
H 0.013 -4.220 2.594  0.000
H 5.235 0.406 0.488  0.000
H 2.335 -4.194 -3.044  0.000
H -1.926 0.876 2.708  0.000
H -1.538 -4.665 -1.175  0.000
H 1.203 -2.195 1.866  0.000
H -2.764 2.996 3.605  0.000
H 1.281 -6.412 -2.776  0.000
H -1.576 -2.261 -0.874  0.000
H -1.782 5.140 2.873  0.000
H -5.045 0.594 -1.904  0.000
H 1.190 0.370 3.308  0.000
H 2.104 -1.794 -2.712  0.000
H 3.400 0.418 4.364  0.000
H -2.372 4.551 -2.012  0.000
H -3.740 -2.374 1.670  0.000

Atoms 1-6, force components in eV/Å:
Cr 1.4 -0.4 0.0
P -0.3 0.0 -0.4
O -0.7 0.4 0.3
O 0.3 0.0 -0.1
N -0.2 0.5 0.0
N 0.1 -0.2 -0.1


(3)
C30H25F12N3O2SeTi | the ωB97M-V functional and the def2-TZVPD basis

As for the LUMO energy: 0.008 Ha. For the energy relative to the best compared isomer or geometry (same formula, charge and spin), the calculation gives 0.518 eV.

Each line ends with the Löwdin charge.
Positions of all 74 atoms, in Å:
Se -2.608 -0.650 -2.320  0.828
Ti -1.257 -0.053 0.289  0.944
F -2.121 -3.882 -0.361  0.170
F 1.619 -4.260 0.394  0.169
F 1.800 -2.316 -0.520  0.178
F -1.357 3.527 -2.002  0.159
F 2.203 1.980 -2.264  0.177
F 0.994 0.221 -1.966  0.158
F 0.271 1.818 -3.229  0.152
F 0.657 4.288 -1.967  0.154
F 0.511 -3.807 -1.412  0.160
F -2.147 -3.631 1.776  0.160
F -0.568 4.332 -0.172  0.170
F -0.823 -5.085 0.867  0.155
O -0.806 -1.717 -0.147  -0.263
O -0.883 1.474 -0.533  -0.219
N -2.178 0.912 -4.685  -0.117
N 0.457 0.059 1.238  -0.027
N -0.687 -0.617 -4.446  -0.119
C 1.430 1.069 1.140  -0.169
C -0.244 -2.741 0.596  -0.260
C 0.068 -1.741 -3.905  -0.022
C 1.285 2.198 0.297  -0.058
C 1.058 -1.567 4.533  -0.025
C -3.345 1.754 -4.441  -0.022
C 3.344 3.195 1.155  -0.268
C -3.316 -0.649 1.169  -0.179
C 4.321 4.348 1.195  -0.051
C -0.253 3.607 -1.252  -0.550
C 0.950 1.548 -2.093  -0.514
C -2.438 -0.495 2.258  -0.162
C 0.901 -0.610 3.554  -0.034
C 0.565 -0.943 2.238  -0.229
C -3.540 0.635 0.610  -0.184
C -2.117 0.885 2.364  -0.117
C -1.317 1.016 -5.767  -0.041
C 0.480 -3.251 2.966  0.017
C -2.823 1.575 1.368  -0.117
C -0.384 0.058 -5.617  -0.042
C 3.561 2.019 1.859  -0.035
C 0.255 2.194 -0.831  -0.262
C 2.643 0.987 1.844  -0.018
C 0.882 -2.920 4.248  -0.254
C 2.218 3.233 0.351  0.007
C -1.349 -3.856 0.720  -0.543
C 1.073 -3.980 5.306  -0.046
C 0.280 -2.293 1.971  -0.069
C 0.943 -3.300 -0.244  -0.547
C -1.791 -0.096 -3.878  -0.679
H 0.160 -2.518 -4.661  0.101
H -4.174 1.133 -4.115  0.070
H 1.868 -3.704 6.001  0.077
H 4.949 4.371 0.300  0.080
H 0.161 -4.124 5.891  0.083
H -3.601 2.262 -5.368  0.092
H 4.473 1.901 2.440  0.115
H -4.203 0.847 -0.209  0.096
H 1.056 -1.411 -3.588  0.091
H 0.300 -4.296 2.740  0.124
H -3.131 2.485 -3.665  0.086
H 1.049 0.433 3.798  0.123
H 2.083 4.101 -0.282  0.121
H 1.326 -1.261 5.541  0.118
H 1.331 -4.940 4.857  0.078
H 2.868 0.084 2.390  0.110
H 4.982 4.271 2.060  0.072
H -3.811 -1.557 0.872  0.120
H -1.501 1.327 3.127  0.119
H 0.469 -0.195 -6.224  0.128
H -1.441 1.763 -6.533  0.124
H -2.152 -1.258 2.959  0.119
H 3.800 5.305 1.253  0.077
H -0.470 -2.125 -3.044  0.039
H -2.806 2.638 1.206  0.119

Atoms 1-6, force components in eV/Å:
Se -0.6 -0.1 -0.1
Ti -1.5 0.9 0.9
F 0.0 0.0 -0.1
F 0.1 0.0 0.0
F 0.1 0.1 0.0
F 0.0 0.0 0.0


(4)
C30H25F3IN2O7S3 | the ωB97M-V functional and the def2-TZVPD basis

As for the LUMO energy: 0.014 Ha. For the energy relative to the best compared isomer or geometry (same formula, charge and spin), the calculation gives 15.887 eV. The net charge is -1.

Each line ends with the Löwdin charge.
Positions of all 71 atoms, in Å:
I 7.274 3.503 -2.619  0.714
S -2.097 -1.217 -1.999  0.782
S -1.762 0.333 0.560  0.719
S 2.256 2.247 1.741  0.834
F 4.695 2.030 3.033  0.076
F 3.093 3.300 4.082  0.064
F 4.110 4.156 2.239  0.036
O 2.530 -2.459 4.231  -0.078
O 0.744 -2.344 3.021  -0.114
O 6.078 0.263 -2.715  -0.020
O 2.932 -3.815 -2.466  0.038
O 1.079 1.920 2.639  -0.318
O 1.799 3.392 0.854  -0.341
O 0.626 -2.063 5.160  -0.068
N -4.220 0.403 -0.728  -0.130
N 1.301 -2.288 4.141  -0.639
C -1.367 -2.704 -1.091  -0.465
C 2.114 -1.740 -0.070  -0.048
C -7.859 -1.279 -1.195  -0.075
C -4.560 2.906 -0.050  -0.002
C 4.941 2.019 -0.393  -0.168
C 3.761 -3.069 -1.891  -0.255
C -4.520 1.382 0.336  -0.257
C 4.301 2.884 -1.616  -0.269
C 1.099 -3.010 -0.004  -0.119
C -5.228 -0.674 -0.766  -0.185
C 3.967 0.729 -0.243  -0.075
C 3.630 2.929 2.811  -0.434
C -6.698 -0.242 -1.097  -0.002
C 2.739 0.804 0.707  -0.154
C 3.358 -1.794 -0.987  0.023
C 5.593 -0.671 -2.032  -0.266
C -4.838 1.021 1.826  -0.016
C -6.142 -3.231 -0.622  -0.063
C 5.355 -3.298 -2.046  0.018
C -7.599 -2.817 -0.982  -0.085
C -4.983 -2.179 -0.509  -0.010
C 6.225 -2.159 -2.090  0.019
C 1.788 -0.451 0.795  0.079
C -5.141 2.091 2.913  -0.053
C -2.835 -0.098 -0.681  -0.934
C -4.875 4.030 0.996  -0.070
C 0.207 -2.900 -1.373  -0.238
C 4.313 -0.531 -1.070  0.010
C 5.236 4.090 -2.109  -0.630
C -5.166 3.602 2.478  -0.075
H -4.370 3.269 -1.128  0.098
H 4.764 4.499 -3.083  0.055
H 5.020 2.627 0.568  0.095
H 3.980 2.171 -2.462  0.120
H 0.547 -1.963 -1.960  0.098
H 5.779 -4.362 -2.084  0.118
H -4.790 -0.105 2.073  0.109
H -5.900 -4.340 -0.455  0.087
H -3.942 -2.552 -0.241  0.067
H 0.423 -3.816 -2.021  0.099
H 0.879 -0.394 1.493  0.070
H -6.991 0.853 -1.270  0.099
H 5.177 4.945 -1.352  0.062
H -1.631 -2.594 0.015  0.069
H 5.982 1.616 -0.628  0.070
H 0.413 -2.986 0.910  0.090
H -1.890 -3.643 -1.522  0.083
H -5.335 1.741 3.978  0.087
H 1.658 -4.014 -0.069  0.119
H -5.417 4.394 3.270  0.080
H -8.440 -3.580 -1.086  0.078
H -8.944 -0.975 -1.431  0.083
H 7.361 -2.271 -2.178  0.118
H -4.901 5.143 0.747  0.081
H 3.316 3.333 -1.204  0.109

Atoms 1-6, force components in eV/Å:
I -0.8 0.5 0.3
S -1.1 0.2 0.8
S -1.8 -0.5 -1.9
S -7.2 1.9 -1.4
F -2.6 2.3 -0.7
F 1.4 -1.2 -3.5